Entry 1:
Formula: C3H2OS
Source: OMol25
Level of theory: wB97M-V/def2-TZVPD

For the energy above the lowest of the compared OMol25 structures with the same formula, charge and spin, the calculation gives 16.3 kcal/mol. The LUMO energy is 0.001 hartree. Its HOMO energy is -10.3 eV. The value obtained for the HOMO-LUMO gap is 10.3 eV. The SMILES is C#CC(=O)S. For the total energy, the calculation gives -16023.609 eV.

ORCA input file:
```
! RIJCOSX wB97M-V def2-TZVPD def2/J DEFGRID3
* xyz 0 1
C 0.006 0.458 -0.066
C -1.362 -0.043 -0.051
C -2.450 -0.552 0.005
H 2.140 0.402 0.024
H -3.400 -1.081 0.197
O 0.229 1.625 0.038
S 1.392 -0.719 0.009
*
```



Entry 2:
Formula: C3H2OS2
Source: OMol25
Level of theory: wB97M-V/def2-TZVPD

For the energy above the lowest of the compared OMol25 structures with the same formula, charge and spin, the calculation gives 15.0 kcal/mol. The LUMO energy is 0.000 hartree. Its HOMO energy is -8.8 eV. The value obtained for the HOMO-LUMO gap is 8.8 eV. The SMILES is O=c1ccss1. For the total energy, the calculation gives -26860.317 eV.

ORCA input file:
```
! RIJCOSX wB97M-V def2-TZVPD def2/J DEFGRID3
* xyz 0 1
C 0.121 1.009 0.661
C -0.209 -0.928 -0.663
C -0.452 0.307 -0.436
H -0.434 -1.505 -1.456
H -1.386 0.591 -0.970
O 0.010 2.178 1.018
S 1.192 -0.087 1.554
S 1.157 -1.565 0.292
*
```



Entry 3:
Formula: C3H2OS3
Source: OMol25
Level of theory: wB97M-V/def2-TZVPD

For the energy above the lowest of the compared OMol25 structures with the same formula, charge and spin, the calculation gives 48.3 kcal/mol. The LUMO energy (spin up / spin down) is -0.027 / -0.027 hartree. Its HOMO energy (spin up / spin down) is -7.9 / -7.9 eV. The value obtained for the HOMO-LUMO gap (spin up / spin down) is 7.2 / 7.2 eV. For the total energy, the calculation gives -37694.287 eV.

ORCA input file:
```
! RIJCOSX wB97M-V def2-TZVPD def2/J DEFGRID3
* xyz 0 1
C -0.711 -0.398 0.114
C -1.484 0.686 -0.061
C 0.695 -0.303 0.037
O 3.012 -1.492 -0.217
S -0.736 2.278 -0.122
S 1.184 1.625 0.149
S 1.562 -1.690 0.048
H -0.953 -1.488 0.119
H -2.569 0.782 -0.066
*
```